Computed, not measured: a structure of composition C36H37NP2Pd in a non-equilibrium geometry, with ωB97M-V/def2-TZVPD.

```
77
Properties=species:S:1:pos:R:3:forces:R:3
Pd -0.4023 0.9657 0.9053 -2.472 2.922 -0.614
C 2.8336 -1.6290 0.5954 1.135 0.851 0.516
C 2.5260 -1.1956 -0.6563 1.865 -0.210 -1.622
C 2.3074 -2.2041 -1.7683 -0.221 0.023 -0.186
C 1.2903 -3.3267 -1.4384 -0.017 -0.710 -0.454
C 0.1853 -2.9585 -0.4799 -0.569 -0.575 -0.021
C 0.3074 -2.8616 0.8517 -0.444 -0.831 -0.477
C 1.4491 -3.5226 1.5660 0.768 0.305 0.374
C 2.8405 -3.0286 1.0826 -0.056 -0.599 0.354
C -2.0211 2.3801 1.0039 -0.646 0.525 0.095
H 3.2816 -0.9497 1.3232 -0.252 -0.046 -0.565
H 3.0546 -0.2965 -1.0796 0.185 -1.163 0.747
H 3.2824 -2.6718 -2.0280 -0.444 0.226 0.254
H 1.9881 -1.6963 -2.6918 0.079 -0.067 0.344
H 0.8372 -3.6318 -2.4007 0.166 -0.022 0.473
H 1.8504 -4.1988 -1.0712 -0.236 0.123 -0.071
H -0.7934 -2.9392 -0.9786 0.369 0.821 0.517
H -0.4874 -2.4436 1.4785 0.134 -0.467 -0.398
H 1.4326 -4.6195 1.4428 -0.285 0.336 -0.053
H 1.3724 -3.3481 2.6456 -0.042 0.080 -0.176
H 3.5323 -3.0918 1.9374 -0.134 0.038 -0.334
H 3.2391 -3.7056 0.3177 -0.101 0.091 0.085
H -1.8245 2.8396 1.9846 -0.226 0.009 -0.530
H -3.0856 2.1147 0.9272 0.444 -0.235 0.005
H -1.7628 3.0585 0.1856 -0.229 -0.016 0.348
P 1.2732 0.7793 -0.8084 -1.565 0.924 1.818
P -2.2449 -0.2145 -0.0189 1.466 1.446 0.822
C 0.0268 -0.0874 -1.8324 -1.332 0.160 -0.206
C -1.2283 -0.5428 -1.4947 0.069 -1.465 -0.911
C 1.7318 2.1170 -1.9936 0.152 -0.144 -0.847
C 2.3563 1.7264 -3.2017 0.045 0.422 0.164
C 2.7907 2.6897 -4.1263 -0.176 -0.093 0.186
C 2.5722 4.0496 -3.8852 -0.068 -0.199 0.293
C 1.9283 4.4457 -2.7092 -0.151 -0.279 0.190
C 1.4974 3.4925 -1.7731 0.255 -0.285 -0.009
C 2.4835 1.2737 0.6443 0.849 -0.041 -0.061
C 2.1506 0.8975 1.9557 0.550 -0.102 -0.034
C 3.0710 1.0032 2.9929 0.040 -0.013 -0.323
C 4.3670 1.4625 2.7227 -0.181 0.075 -0.198
C 4.6925 1.8733 1.4262 0.118 -0.112 -0.016
C 3.7607 1.7803 0.3750 -0.241 -0.237 0.673
C -3.8582 0.2458 -0.7388 -0.590 0.102 -0.460
C -3.8915 1.1601 -1.8182 -0.061 -0.388 0.161
C -5.0285 1.2679 -2.6231 -0.096 -0.204 0.199
C -6.1583 0.4835 -2.3506 0.194 0.063 0.242
C -6.1967 -0.2983 -1.1882 0.080 0.131 -0.128
C -5.0628 -0.4138 -0.3779 0.563 0.220 -0.180
C -2.6908 -1.0255 1.5834 -0.420 -1.323 0.568
C -2.6885 -0.1791 2.7283 0.501 0.140 -0.511
C -2.7912 -0.6841 4.0226 -0.275 -0.183 0.049
C -2.9019 -2.0664 4.2311 0.196 0.214 -0.654
C -2.9321 -2.9175 3.1101 -0.291 0.373 0.333
C -2.9318 -2.4009 1.8033 0.387 0.175 0.130
H 0.3658 -0.2951 -2.8599 -0.340 -0.091 0.315
H -1.7358 -1.1879 -2.2222 0.199 0.291 -0.121
H 2.5227 0.6619 -3.4127 -0.001 0.426 0.063
H 3.3054 2.3777 -5.0369 -0.188 0.045 0.256
H 2.9026 4.8031 -4.6023 -0.058 -0.269 0.185
H 1.7587 5.5090 -2.4985 0.046 -0.498 -0.130
H 1.0032 3.8065 -0.8517 0.249 -0.035 -0.293
H 1.1708 0.4241 2.1786 0.573 0.122 0.026
H 2.7924 0.6841 3.9962 0.083 0.081 -0.190
H 5.1116 1.4712 3.5268 -0.277 0.160 -0.396
H 5.7025 2.2386 1.2139 -0.365 -0.108 0.083
H 4.0474 2.0735 -0.6391 -0.099 -0.053 0.340
H -3.0060 1.7633 -2.0326 -0.214 -0.269 -0.037
H -5.0368 1.9523 -3.4753 0.068 -0.256 0.288
H -7.0096 0.4889 -3.0386 0.269 0.122 0.363
H -7.1169 -0.8311 -0.9209 0.449 0.176 -0.118
H -5.0980 -1.0265 0.5293 0.061 0.139 -0.429
H -2.5319 0.8990 2.5942 -0.146 -0.717 0.163
H -2.7658 0.0162 4.8743 -0.042 -0.461 -0.535
H -2.9568 -2.4501 5.2535 0.099 -0.028 -0.446
H -2.9486 -3.9953 3.2697 -0.219 0.234 -0.135
H -3.0536 -3.0922 0.9582 0.284 0.340 0.361
N 0.8827 3.8701 1.6288 -1.213 -1.448 -0.814
C 0.3641 2.8823 1.2569 1.997 1.313 1.300
```
Positions in Å, forces in eV/Å.

Calculated values
Largest force on an atom ... 0.0754 hartree/bohr
Energy relative to the best compared isomer or geometry (same formula, charge and spin) ... 286.7 kJ/mol
2S+1 ... 3
Kohn-Sham gap (alpha / beta) ... 0.2087 / 0.2419 Ha
Charge ... 0
Expectation value of S² ... 2.050

Computed, not measured: a structure of composition C4H9N2 in a non-equilibrium geometry, with ωB97M-V/def2-TZVPD.

```
15
Properties=species:S:1:pos:R:3:forces:R:3
C 0.0906 1.5816 -0.1939 -0.472 -0.037 -1.042
C 0.6814 -0.1648 0.5385 0.613 -0.742 -2.773
C 1.0835 -1.4525 -0.2533 -1.653 1.769 0.723
C -1.9638 0.1258 0.1099 -0.999 1.558 0.271
N -0.5773 0.4769 0.1701 1.028 1.969 -0.120
N 1.2864 1.1578 0.1884 2.639 -0.352 -0.609
H -0.1518 2.5155 -0.8028 -0.045 -1.382 1.250
H 0.7323 -0.4909 1.4919 0.235 0.058 3.662
H 0.5636 -1.4275 -1.1603 0.173 0.296 -2.136
H 0.6162 -2.3087 0.1662 -0.311 -0.671 1.210
H 2.1188 -1.6266 -0.2589 1.347 0.024 -0.360
H -1.9469 -0.9675 0.0812 -0.778 0.264 -0.273
H -2.6088 0.5472 1.0318 1.513 -1.023 -2.210
H -2.1765 0.6550 -0.8833 -1.111 -1.310 1.442
H 2.2523 1.3788 -0.2256 -2.178 -0.421 0.966
```
Positions in Å, forces in eV/Å.

Calculated values
Largest force on an atom ... 0.0714 hartree/bohr
Energy relative to the best compared isomer or geometry (same formula, charge and spin) ... 265.3 kJ/mol
Kohn-Sham gap ... 0.4013 Ha
Charge ... +1

Computed, not measured: the molecule C10H11BO2 in a non-equilibrium geometry, with ωB97M-V/def2-TZVPD.

```
24
Properties=species:S:1:pos:R:3:forces:R:3
B 0.5749 1.8752 -0.3609 0.344 0.786 -0.396
C -3.0859 0.1501 0.0189 -3.020 1.306 2.193
C -2.8522 -1.1468 0.4352 1.899 -0.601 -1.580
C -2.0443 1.0438 -0.1510 1.371 -1.088 -1.464
C -1.5304 -1.6699 0.4256 -2.481 -0.318 1.389
C -0.7663 0.4889 -0.2399 -2.277 -0.616 0.951
C -0.5191 -0.8261 0.1164 3.061 1.038 -0.355
C 1.8220 0.8363 -0.3190 -1.030 2.912 -0.533
C 2.0575 -0.3938 -0.0998 -0.380 -2.076 0.598
C 0.9031 -1.3608 0.1885 -0.600 3.617 -0.285
C 3.3759 -1.1241 0.0191 -0.419 0.063 -1.871
O 0.2493 2.5325 0.8635 0.514 1.561 -0.840
O 0.2855 2.4975 -1.6262 0.868 -1.026 0.730
H -4.1946 0.5640 0.2163 2.558 -0.895 -1.037
H -3.6517 -1.8271 0.4539 -1.085 -0.687 0.743
H -2.1441 2.0489 -0.4666 -0.565 0.893 0.175
H -1.3042 -2.6649 0.8729 -0.261 0.691 -0.785
H 1.1523 -1.7327 1.1168 0.021 -1.016 2.357
H 0.9989 -2.1168 -0.4760 0.238 -2.631 -2.225
H 3.8726 -0.7555 0.9156 0.566 -0.180 -0.385
H 3.8765 -0.9628 -1.0001 0.042 -0.252 1.869
H 3.1087 -2.1940 0.1048 0.664 0.418 0.099
H 0.1547 3.5262 0.7619 0.002 -1.859 0.088
H -0.3390 3.2120 -1.7698 -0.034 -0.042 0.564
```
Positions in Å, forces in eV/Å.

Calculated values
Largest force on an atom ... 0.0769 hartree/bohr
Energy relative to the best compared isomer or geometry (same formula, charge and spin) ... 0.0 kJ/mol
2S+1 ... 3
Kohn-Sham gap (alpha / beta) ... 0.2868 / 0.2366 Ha
Charge ... 0
Expectation value of S² ... 2.021

Computed, not measured: a cluster of 4 separate species, C18H44NO8P2 in total, with ωB97M-V/def2-TZVPD.

```
73
Properties=species:S:1:pos:R:3:forces:R:3
C 1.4414 1.0696 -1.1066 -0.057 -0.023 -0.116
C 0.0159 0.7371 -0.7097 -0.036 0.053 0.084
O -0.3952 -0.3953 -0.7668 -0.003 -0.090 -0.112
N -0.8165 1.8142 -0.3998 0.512 0.109 0.478
C -0.2007 2.9552 0.2070 -0.162 -0.259 -0.087
C -0.7586 4.2913 -0.2261 -0.138 -0.012 0.166
O 0.7025 2.8602 0.9989 0.074 0.142 -0.221
C -2.1827 1.5814 0.2123 -0.556 0.136 -0.307
O -2.1530 0.8256 1.3225 0.409 0.036 0.134
P -3.2742 -0.6247 1.3271 -0.233 -0.142 -0.177
O -3.4544 -0.3423 -0.4502 0.110 -0.160 0.039
C -3.2432 0.9741 -0.7597 -0.135 0.279 0.180
P -2.9093 1.2067 -2.5263 -0.358 -0.150 -0.185
O -4.0255 0.9213 -3.4682 0.072 0.000 0.003
H 2.1149 0.7323 -0.3207 0.015 0.062 0.045
H 1.6692 0.5034 -2.0074 0.009 -0.094 0.005
H 1.6077 2.1278 -1.2942 0.045 -0.010 0.053
H -1.5500 4.1890 -0.9631 -0.002 -0.002 -0.030
H 0.0606 4.8779 -0.6428 0.021 -0.013 -0.004
H -1.1405 4.8242 0.6441 0.035 0.040 0.021
H -2.5105 2.6079 0.4437 0.029 0.030 -0.116
H -3.0740 -0.7345 2.7438 -0.017 0.025 0.026
H -2.1553 -1.4557 1.0307 0.049 0.035 0.024
H -4.1929 -1.7301 1.2861 0.003 0.021 -0.007
H -4.3588 0.3296 1.5062 0.001 -0.012 0.002
H -4.1598 1.5846 -0.6137 0.010 -0.023 0.015
H -1.7346 0.4767 -2.7818 0.041 0.082 0.002
H -2.4989 2.5581 -2.6021 0.174 0.004 0.088
C -7.6061 5.3066 -2.1097 0.044 0.039 0.044
C -6.7514 4.0649 -1.9157 -0.005 -0.123 -0.011
O -5.6283 4.2606 -1.0768 0.137 0.097 -0.074
C -5.8905 4.6318 0.2629 -0.014 -0.059 0.056
C -6.7129 3.6160 1.0373 0.008 -0.038 -0.030
H -7.0071 6.1256 -2.5116 -0.005 -0.001 -0.001
H -8.4134 5.0896 -2.8112 0.011 0.003 -0.014
H -8.0603 5.6438 -1.1764 -0.021 -0.024 -0.002
H -6.3298 3.7462 -2.8687 0.000 -0.013 0.005
H -7.3638 3.2330 -1.5510 -0.005 0.018 0.025
H -6.3591 5.6237 0.3082 -0.029 -0.015 -0.027
H -4.9037 4.7230 0.7190 -0.006 0.016 0.006
H -7.7177 3.5030 0.6269 -0.009 0.028 0.018
H -6.8129 3.9398 2.0747 0.017 -0.008 0.005
H -6.2249 2.6402 1.0258 0.001 0.000 0.003
C 1.7371 -3.0603 -0.9658 0.036 0.125 0.037
C 2.3375 -2.8425 -2.3421 -0.042 -0.047 0.004
O 3.2045 -1.7173 -2.4333 0.043 -0.046 -0.076
C 4.2878 -1.7027 -1.5276 -0.014 0.060 0.089
C 5.2272 -2.8910 -1.6440 -0.007 -0.016 -0.006
H 1.1910 -2.1726 -0.6448 -0.041 -0.039 0.004
H 1.0369 -3.8958 -1.0005 -0.019 0.011 -0.014
H 2.4988 -3.2981 -0.2194 0.000 -0.056 -0.020
H 1.5463 -2.6330 -3.0619 -0.019 -0.003 0.022
H 2.8545 -3.7484 -2.6838 0.043 0.028 -0.003
H 3.9235 -1.6179 -0.4959 -0.008 -0.008 -0.002
H 4.8266 -0.7798 -1.7495 0.000 -0.004 0.002
H 4.7261 -3.8305 -1.4075 0.014 0.000 0.027
H 6.0513 -2.7741 -0.9375 0.017 -0.021 -0.013
H 5.6397 -2.9677 -2.6515 -0.014 0.009 -0.003
C 6.9319 -5.7620 3.9023 -0.039 -0.010 -0.010
C 7.3050 -5.0500 2.6126 0.034 -0.002 -0.004
O 6.2135 -4.8069 1.7467 0.001 -0.011 -0.022
C 5.1734 -3.9958 2.2704 -0.070 0.066 -0.035
C 5.6145 -2.5985 2.6696 0.048 -0.010 -0.017
H 6.4340 -6.7084 3.6873 -0.003 0.005 0.004
H 7.8328 -5.9667 4.4829 0.004 -0.016 -0.009
H 6.2677 -5.1615 4.5247 0.026 0.015 0.010
H 7.9846 -5.6734 2.0302 0.010 0.006 0.011
H 7.8387 -4.1187 2.8373 -0.029 0.012 0.003
H 4.6781 -4.4948 3.1106 0.031 -0.009 0.008
H 4.4413 -3.9286 1.4650 0.001 -0.029 0.000
H 6.3357 -2.6101 3.4884 -0.029 -0.001 0.023
H 4.7491 -2.0223 2.9987 -0.007 0.005 -0.021
H 6.0692 -2.0841 1.8214 -0.001 0.003 0.003
```
Positions in Å, forces in eV/Å.

Calculated values
Largest force on an atom ... 0.0138 hartree/bohr
Energy relative to the best compared isomer or geometry (same formula, charge and spin) ... 437.4 kJ/mol
Kohn-Sham gap ... 0.2545 Ha
Charge ... -1